{
  "formula": "CH5N3O2S",
  "method": "ωB97M-V/def2-TZVPD",
  "de_lowest_ev": 2.723,
  "homo_energy_ha": -0.359,
  "total_charge": 0,
  "total_energy_ev": -20515.6828,
  "species": ["C", "N", "N", "N", "O", "O", "S", "H", "H", "H", "H", "H"],
  "xyz": [[-0.175, -0.279, -0.104], [-1.515, 0.324, 0.058], [0.118, -0.883, 1.318], [0.720, 0.644, -0.558], [-0.047, 1.560, 2.129], [-1.612, -0.069, 3.046], [-0.716, 0.314, 2.048], [-0.410, -1.077, -0.918], [-1.618, 1.290, -0.177], [-0.336, -1.803, 1.398], [0.899, 1.471, -0.061], [1.569, 0.309, -0.926]],
  "mulliken_charge": [0.350, -0.695, -0.415, -0.476, -0.464, -0.503, 0.870, 0.305, 0.277, 0.342, 0.213, 0.197]
}



{
  "formula": "CH5N3O4S",
  "method": "ωB97M-V/def2-TZVPD",
  "de_lowest_ev": 0.000,
  "homo_energy_ha": [-0.159, -0.347],
  "s2": 2.007,
  "multiplicity": 3,
  "total_charge": 0,
  "total_energy_ev": -24607.2864,
  "species": ["C", "N", "N", "N", "O", "O", "O", "O", "S", "H", "H", "H", "H", "H"],
  "xyz": [[-0.732, -0.712, -0.422], [-1.097, -2.097, -0.548], [-0.889, -0.139, 0.765], [-0.300, -0.029, -1.459], [2.809, 2.436, 0.168], [2.018, 0.349, 1.306], [0.739, 2.325, 1.645], [0.201, 1.181, -1.256], [1.847, 1.718, 0.954], [-1.924, -2.194, -0.029], [-1.220, -2.497, -1.434], [-0.979, -0.698, 1.579], [-0.455, 0.731, 1.099], [-0.017, -0.374, -2.369]],
  "mulliken_charge": [0.429, -0.470, -0.264, 0.106, -0.431, -0.391, -0.531, -0.250, 0.507, 0.252, 0.248, 0.276, 0.256, 0.261]
}



{
  "formula": "CH5N3OS",
  "method": "ωB97M-V/def2-TZVPD",
  "de_lowest_ev": 2.469,
  "homo_energy_ha": [-0.287, -0.301],
  "total_charge": 0,
  "total_energy_ev": -18467.9658,
  "species": ["C", "N", "N", "N", "O", "S", "H", "H", "H", "H", "H"],
  "xyz": [[0.821, -0.580, -0.261], [1.064, 0.744, 0.182], [-0.467, -1.071, 0.318], [0.077, 1.581, -0.207], [-2.697, -0.165, -0.616], [-1.738, 0.058, 0.448], [0.759, -0.577, -1.354], [1.626, -1.239, 0.073], [1.364, 0.783, 1.157], [-0.786, -1.889, -0.186], [-0.024, 2.356, 0.445]],
  "mulliken_charge": [-0.227, -0.055, -0.436, -0.618, -0.487, 0.431, 0.278, 0.330, 0.248, 0.302, 0.234]
}



{
  "formula": "CH5N3OS",
  "method": "ωB97M-V/def2-TZVPD",
  "de_lowest_ev": 1.843,
  "homo_energy_ha": -0.329,
  "smiles": "NNC(=O)NS",
  "total_charge": 0,
  "total_energy_ev": -18468.5920,
  "species": ["N", "N", "C", "O", "N", "S", "H", "H", "H", "H", "H"],
  "xyz": [[0.108, 2.002, -1.032], [-0.108, 1.079, 0.039], [-0.110, -0.314, -0.129], [0.031, -1.063, -1.126], [-0.347, -0.943, 1.161], [0.016, -2.747, 1.313], [1.225, 1.955, -1.110], [-0.432, 1.862, -1.879], [-1.130, 1.330, 0.534], [-0.329, -0.482, 2.013], [1.075, -2.676, 0.214]],
  "mulliken_charge": [-0.501, -0.279, 0.565, -0.601, -0.339, -0.149, 0.281, 0.253, 0.311, 0.279, 0.179]
}



{
  "formula": "CH5N3S",
  "method": "ωB97M-V/def2-TZVPD",
  "de_lowest_ev": 3.323,
  "homo_energy_ha": -0.328,
  "smiles": "N/N=C\\NS",
  "total_charge": 0,
  "total_energy_ev": -16419.9979,
  "species": ["N", "N", "C", "N", "S", "H", "H", "H", "H", "H"],
  "xyz": [[-1.105, -1.140, 0.239], [-1.347, 0.058, -0.500], [-0.512, 0.869, -0.123], [0.584, 0.377, 0.767], [1.940, -0.483, -0.175], [-1.965, -1.861, -0.016], [-0.230, -1.490, 0.274], [-0.626, 1.856, -0.419], [1.143, 1.158, 1.177], [2.118, 0.656, -1.224]],
  "mulliken_charge": [-0.288, -0.337, -0.015, -0.581, -0.152, 0.250, 0.188, 0.426, 0.338, 0.171]
}



{
  "formula": "CH5N3S",
  "method": "ωB97M-V/def2-TZVPD",
  "de_lowest_ev": 1.547,
  "homo_energy_ha": -0.316,
  "smiles": "N/N=C/NS",
  "total_charge": 0,
  "total_energy_ev": -16421.7737,
  "species": ["N", "N", "C", "N", "S", "H", "H", "H", "H", "H"],
  "xyz": [[-0.540, 0.583, -2.114], [-0.604, -0.219, -0.964], [0.085, 0.153, 0.041], [-0.064, -0.527, 1.255], [1.275, -0.582, 2.361], [-1.407, 0.447, -2.580], [0.138, 0.174, -2.756], [0.746, 1.064, 0.103], [-0.560, -1.412, 1.236], [0.931, 0.318, 3.418]],
  "mulliken_charge": [-0.567, -0.337, 0.084, -0.312, -0.182, 0.270, 0.231, 0.345, 0.320, 0.149]
}



{
  "formula": "CH5N3S2",
  "method": "ωB97M-V/def2-TZVPD",
  "de_lowest_ev": 0.000,
  "homo_energy_ha": [-0.199, -0.314],
  "s2": 2.007,
  "multiplicity": 3,
  "total_charge": 0,
  "total_energy_ev": -27253.8674,
  "species": ["C", "N", "N", "N", "S", "S", "H", "H", "H", "H", "H"],
  "xyz": [[1.561, 0.103, 0.015], [0.328, -2.073, 0.012], [-0.482, 1.964, 0.145], [0.421, -0.651, 0.138], [3.135, -0.317, -0.022], [1.237, 1.864, -0.037], [1.307, -2.268, -0.164], [0.078, -2.517, 0.836], [-0.605, 2.748, 0.706], [-1.061, 2.108, -0.744], [-0.366, -0.189, -0.321]],
  "mulliken_charge": [0.288, -0.638, -0.624, -0.061, -0.247, -0.010, 0.221, 0.241, 0.279, 0.254, 0.297]
}



{
  "formula": "CH5N4S",
  "method": "ωB97M-V/def2-TZVPD",
  "de_lowest_ev": 1.910,
  "homo_energy_ha": [-0.506, -0.506],
  "total_charge": 1,
  "total_energy_ev": -17902.6728,
  "species": ["C", "N", "N", "N", "N", "S", "H", "H", "H", "H", "H"],
  "xyz": [[0.994, -1.007, 0.101], [0.593, 0.263, -1.835], [0.694, -0.941, -1.357], [0.331, -0.644, 1.098], [-0.838, 0.039, 1.044], [2.429, -1.759, -0.376], [0.163, 0.362, -2.732], [0.747, -0.913, 2.040], [-1.342, 0.105, 1.942], [0.725, 1.102, -1.117], [-1.446, -0.233, 0.289]],
  "mulliken_charge": [0.354, -0.172, -0.189, 0.166, -0.579, -0.055, 0.274, 0.301, 0.291, 0.327, 0.283]
}



{
  "formula": "CH5NO",
  "method": "ωB97M-V/def2-TZVPD",
  "de_lowest_ev": 0.947,
  "homo_energy_ha": -0.365,
  "smiles": "C=N.O",
  "total_charge": 0,
  "total_energy_ev": -4654.4362,
  "species": ["C", "N", "H", "H", "H", "O", "H", "H"],
  "xyz": [[0.618, -0.830, 1.257], [-0.282, -0.865, 0.369], [1.648, -0.607, 1.006], [0.416, -1.056, 2.311], [-1.194, -0.660, 0.786], [-0.371, 1.717, -1.756], [0.322, 1.079, -1.963], [-1.157, 1.220, -2.010]],
  "mulliken_charge": [-0.240, -0.429, 0.226, 0.222, 0.238, -0.648, 0.313, 0.316]
}



{
  "formula": "CH5NO2",
  "method": "ωB97M-V/def2-TZVPD",
  "de_lowest_ev": 3.838,
  "homo_energy_ha": [-0.348, -0.348],
  "smiles": "C=[NH+][O-].O",
  "total_charge": 0,
  "total_energy_ev": -6699.8738,
  "species": ["C", "N", "O", "H", "H", "H", "O", "H", "H"],
  "xyz": [[-0.324, -0.742, -1.422], [0.376, 0.154, -0.730], [1.054, -0.103, 0.274], [-0.862, -0.220, -2.217], [-0.201, -1.804, -1.455], [0.259, 1.097, -0.836], [0.012, 0.892, 2.380], [0.611, 0.195, 1.850], [-0.925, 0.531, 2.156]],
  "mulliken_charge": [-0.347, 0.222, -0.634, 0.241, 0.298, 0.223, -0.686, 0.392, 0.292]
}



{
  "formula": "CH5NO2",
  "method": "ωB97M-V/def2-TZVPD",
  "de_lowest_ev": 0.000,
  "homo_energy_ha": -0.372,
  "smiles": "O=CO.N",
  "total_charge": 0,
  "total_energy_ev": -6703.7120,
  "species": ["O", "C", "O", "H", "H", "N", "H", "H", "H"],
  "xyz": [[0.482, 0.817, -1.041], [0.732, -0.360, -0.894], [0.239, -1.136, 0.040], [1.388, -0.905, -1.587], [-0.239, -0.546, 0.722], [-1.074, 0.566, 1.540], [-2.046, 0.295, 1.456], [-0.893, 0.760, 2.511], [-0.905, 1.405, 1.000]],
  "mulliken_charge": [-0.536, 0.161, -0.473, 0.342, 0.538, -0.829, 0.251, 0.245, 0.300]
}



{
  "formula": "CH5NO2Si",
  "method": "ωB97M-V/def2-TZVPD",
  "de_lowest_ev": 2.463,
  "homo_energy_ha": [-0.367, -0.367],
  "total_charge": 0,
  "total_energy_ev": -14576.4838,
  "species": ["C", "N", "O", "O", "Si", "H", "H", "H", "H", "H"],
  "xyz": [[-1.350, 0.003, 0.511], [1.240, 0.312, -1.021], [1.630, 1.383, -0.482], [1.096, -1.307, 0.729], [0.050, -0.965, -0.308], [-2.030, 0.707, -0.035], [-2.128, -0.577, 1.103], [-0.923, 0.527, 1.363], [-0.219, -1.487, -1.549], [2.634, 1.404, -0.311]],
  "mulliken_charge": [-1.008, -0.027, -0.225, -0.448, 0.538, 0.321, 0.305, 0.294, -0.159, 0.409]
}



{
  "formula": "CH5NO3",
  "method": "ωB97M-V/def2-TZVPD",
  "de_lowest_ev": 0.672,
  "homo_energy_ha": -0.399,
  "smiles": "NC(=O)O.O",
  "total_charge": 0,
  "total_energy_ev": -8751.1513,
  "species": ["N", "C", "O", "O", "H", "H", "H", "O", "H", "H"],
  "xyz": [[0.448, -0.982, -0.916], [-0.852, -0.835, -0.537], [-1.303, 0.164, -0.057], [-1.613, -1.951, -0.807], [0.763, -1.759, -1.468], [1.024, -0.152, -0.906], [-1.488, -2.636, -0.133], [1.160, 2.676, 1.991], [0.515, 2.125, 1.516], [1.346, 3.351, 1.316]],
  "mulliken_charge": [-0.335, 0.577, -0.508, -0.502, 0.225, 0.216, 0.329, -0.650, 0.332, 0.316]
}



{
  "formula": "CH5NO3S",
  "method": "ωB97M-V/def2-TZVPD",
  "de_lowest_ev": 3.502,
  "homo_energy_ha": -0.389,
  "smiles": "CS(=O)(=O)NO",
  "total_charge": 0,
  "total_energy_ev": -19582.8284,
  "species": ["C", "S", "O", "O", "N", "O", "H", "H", "H", "H", "H"],
  "xyz": [[-0.508, 1.190, -0.206], [-0.847, -0.524, 0.145], [-1.920, -0.978, -0.633], [-0.981, -0.570, 1.608], [0.675, -1.248, -0.266], [1.796, -0.352, 0.143], [-1.070, 1.803, 0.505], [0.619, 1.325, 0.048], [-0.554, 1.544, -1.258], [0.986, -1.579, -1.217], [1.803, -0.611, 1.131]],
  "mulliken_charge": [-0.813, 1.126, -0.576, -0.614, -0.275, -0.456, 0.325, 0.297, 0.326, 0.280, 0.380]
}



{
  "formula": "CH5NO3S",
  "method": "ωB97M-V/def2-TZVPD",
  "de_lowest_ev": 1.979,
  "homo_energy_ha": -0.404,
  "smiles": "COS(N)(=O)=O",
  "total_charge": 0,
  "total_energy_ev": -19584.3521,
  "species": ["C", "O", "S", "N", "O", "O", "H", "H", "H", "H", "H"],
  "xyz": [[-0.625, 1.062, -0.129], [0.710, 1.209, 0.223], [1.896, 0.109, -0.021], [0.950, -1.232, 0.078], [2.731, 0.283, 1.129], [2.481, 0.193, -1.326], [-1.019, 0.126, 0.446], [-0.624, 0.899, -1.174], [-1.263, 1.936, 0.037], [1.656, -2.014, 0.361], [0.263, -0.956, 0.822]],
  "mulliken_charge": [-0.486, -0.316, 1.125, -0.543, -0.543, -0.555, 0.195, 0.319, 0.224, 0.327, 0.253]
}



{
  "formula": "CH5NO3S2",
  "method": "ωB97M-V/def2-TZVPD",
  "de_lowest_ev": 3.105,
  "homo_energy_ha": [-0.357, -0.356],
  "total_charge": 0,
  "total_energy_ev": -30415.8238,
  "species": ["C", "N", "O", "O", "O", "S", "S", "H", "H", "H", "H", "H"],
  "xyz": [[1.786, -0.173, -0.144], [-0.800, 0.638, -0.624], [-0.088, -0.391, 1.626], [-0.222, -1.955, -0.283], [-0.605, 1.734, 0.154], [-3.026, -0.380, -0.065], [0.072, -0.641, 0.235], [2.275, 0.665, 0.384], [2.518, -0.984, 0.282], [1.755, -0.060, -1.272], [-0.354, 1.649, 1.072], [-3.312, -0.103, -1.363]],
  "mulliken_charge": [-0.851, -0.164, -0.592, -0.532, -0.267, -0.086, 1.008, 0.335, 0.314, 0.312, 0.369, 0.154]
}



{
  "formula": "CH5NOP",
  "method": "ωB97M-V/def2-TZVPD",
  "de_lowest_ev": 0.529,
  "homo_energy_ha": -0.111,
  "smiles": "CN=[PH2][O-]",
  "total_charge": -1,
  "total_energy_ev": -13944.3559,
  "species": ["C", "N", "P", "O", "H", "H", "H", "H", "H"],
  "xyz": [[-0.067, -0.382, -0.973], [-1.005, -0.560, 0.076], [-0.808, -0.026, 1.513], [-1.967, -0.414, 2.306], [-0.608, -0.019, -1.874], [0.695, 0.478, -0.804], [0.328, -1.442, -1.311], [0.391, 0.018, 2.262], [-0.567, 1.340, 1.416]],
  "mulliken_charge": [-0.609, -0.471, 0.219, -0.669, 0.185, 0.224, 0.153, 0.007, -0.039]
}



{
  "formula": "CH5NOP2",
  "method": "ωB97M-V/def2-TZVPD",
  "de_lowest_ev": 1.681,
  "homo_energy_ha": -0.339,
  "total_charge": 0,
  "total_energy_ev": -23230.7761,
  "species": ["C", "N", "O", "P", "P", "H", "H", "H", "H", "H"],
  "xyz": [[1.725, -0.278, -0.634], [-0.162, 1.661, 1.054], [-0.812, -0.638, -0.291], [0.288, 0.464, 0.278], [-2.354, -0.192, -0.044], [1.413, -0.270, -1.682], [2.509, 0.498, -0.571], [1.971, -1.158, -0.027], [-1.930, 0.857, 0.735], [-2.646, -0.944, 1.181]],
  "mulliken_charge": [-0.852, -0.587, -0.243, 0.634, -0.113, 0.306, 0.339, 0.310, 0.169, 0.036]
}



{
  "formula": "CH5NOS",
  "method": "ωB97M-V/def2-TZVPD",
  "de_lowest_ev": 0.632,
  "homo_energy_ha": [-0.483, -0.483],
  "s2": 0.753,
  "multiplicity": 2,
  "total_charge": 1,
  "total_energy_ev": -15480.7211,
  "species": ["S", "H", "H", "C", "N", "O", "H", "H", "H"],
  "xyz": [[2.759, -0.046, -1.236], [1.684, -0.802, -1.568], [2.183, 0.473, -0.121], [-2.144, -0.325, 0.842], [-2.336, 0.845, 0.171], [-1.412, -0.485, 1.783], [-2.701, -1.158, 0.384], [-2.150, 1.733, 0.615], [-3.116, 0.900, -0.470]],
  "mulliken_charge": [0.269, 0.346, 0.358, 0.096, -0.387, -0.513, 0.324, 0.257, 0.251]
}



{
  "formula": "CH5NOS2",
  "method": "ωB97M-V/def2-TZVPD",
  "de_lowest_ev": 0.000,
  "homo_energy_ha": [-0.045, -0.112],
  "s2": 0.754,
  "multiplicity": 2,
  "total_charge": -1,
  "total_energy_ev": -26326.5977,
  "species": ["S", "S", "H", "H", "C", "N", "O", "H", "H", "H"],
  "xyz": [[-2.934, 0.922, 1.064], [-0.944, 2.186, 0.520], [-2.277, -0.240, 0.958], [-1.586, 3.226, 1.047], [1.442, -1.378, -0.094], [1.095, -0.561, -1.105], [1.027, -2.514, 0.051], [2.079, -0.966, 0.701], [0.724, -1.070, -1.895], [1.373, 0.394, -1.247]],
  "mulliken_charge": [-0.509, -0.533, 0.028, 0.022, 0.107, -0.294, -0.578, 0.332, 0.217, 0.209]
}